This record from the OMol25 dataset describes a structure of composition C7H14N2OPSc in a non-equilibrium geometry. The level of theory is ωB97M-V with the def2-TZVPD basis set.

Its strongest force on any atom is 3.39 eV/Å. The HOMO energy (alpha / beta) is -0.135 / -0.135 hartree. The calculation puts the gap between HOMO and LUMO (alpha / beta) at 3.828 / 3.903 eV. The value obtained for the energy above the lowest of the compared OMol25 structures with the same formula, charge and spin is 0.0 kJ/mol.

Geometry as ORCA input:
```
! RIJCOSX wB97M-V def2-TZVPD def2/J DEFGRID3
* xyz 0 1
C 1.507 -2.861 -0.672
C 0.447 -3.215 0.229
C -0.787 -2.803 -0.370
C -0.493 -2.172 -1.628
C 0.925 -2.205 -1.814
Sc 0.506 -0.875 0.086
P 2.808 0.575 0.213
H 2.557 -3.122 -0.558
H 0.549 -3.735 1.183
H -1.787 -2.994 0.013
H 1.444 -1.889 -2.719
H -1.230 -1.858 -2.368
H 3.576 1.074 -0.885
H 3.917 0.112 0.988
H 2.663 1.824 0.891
C -1.381 2.941 2.188
N -1.781 2.606 0.824
C -1.315 1.557 0.153
N -1.672 1.391 -1.140
O -0.529 0.709 0.720
H -0.612 2.242 2.531
H -2.255 2.898 2.845
H -0.997 3.966 2.213
H -2.411 3.218 0.316
H -1.311 0.602 -1.670
H -2.339 2.016 -1.569
*
```

Charge distribution, Löwdin scheme, values in e: C -0.235; C -0.230; C -0.216; C -0.237; C -0.232; Sc 0.429; P 0.600; H 0.096; H 0.090; H 0.097; H 0.093; H 0.092; H -0.147; H -0.151; H -0.140; C -0.041; N 0.031; C -0.543; N 0.182; O -0.150; H 0.090; H 0.087; H 0.087; H 0.149; H 0.088; H 0.110


This record from the OMol25 dataset describes the molecule C23H34N4OS. The level of theory is ωB97M-V with the def2-TZVPD basis set.

Its strongest force on any atom is 0.94 eV/Å. The HOMO energy is -0.287 hartree. As for the structure (SMILES): C[C@@H]1CCC[C@@H](C)N1CCCNC(=O)c1ccc2nc(N3CCCCC3)sc2c1. The calculation puts the gap between HOMO and LUMO at 8.555 eV. The value obtained for the energy above the lowest of the compared OMol25 structures with the same formula, charge and spin is 9.9 kJ/mol.

Geometry as ORCA input:
```
! RIJCOSX wB97M-V def2-TZVPD def2/J DEFGRID3
* xyz 0 1
C -6.689 1.300 -0.711
C -6.105 -0.054 -0.310
C -6.733 -0.455 1.031
C -6.196 -1.785 1.539
C -4.678 -1.696 1.615
C -4.081 -1.285 0.266
C -4.184 -2.425 -0.763
N -4.653 -0.014 -0.164
C -3.924 0.592 -1.269
C -3.541 2.053 -0.987
C -2.831 2.215 0.359
N -1.549 1.551 0.391
C -0.385 2.202 0.166
O -0.322 3.410 0.026
C 0.828 1.333 0.141
C 0.807 0.014 -0.321
C 1.953 -0.753 -0.358
C 3.154 -0.205 0.079
N 4.358 -0.839 0.102
C 5.299 -0.081 0.548
N 6.564 -0.477 0.737
C 7.638 0.449 1.006
C 8.392 0.777 -0.285
C 8.902 -0.514 -0.924
C 7.741 -1.479 -1.153
C 7.003 -1.732 0.162
S 4.789 1.576 1.002
C 3.169 1.134 0.532
C 2.027 1.902 0.558
H -6.369 1.606 -1.703
H -6.399 2.061 0.009
H -7.774 1.229 -0.719
H -6.405 -0.790 -1.081
H -7.817 -0.506 0.916
H -6.503 0.324 1.760
H -6.497 -2.592 0.869
H -6.608 -2.004 2.526
H -4.249 -2.650 1.925
H -4.407 -0.942 2.356
H -3.010 -1.098 0.433
H -3.644 -3.296 -0.397
H -3.747 -2.125 -1.712
H -5.216 -2.712 -0.940
H -2.997 0.036 -1.432
H -4.490 0.540 -2.209
H -4.424 2.688 -0.981
H -2.880 2.400 -1.784
H -3.463 1.804 1.150
H -2.639 3.274 0.545
H -1.546 0.553 0.512
H -0.113 -0.416 -0.693
H 1.939 -1.768 -0.723
H 7.234 1.354 1.461
H 8.319 -0.027 1.720
H 9.221 1.449 -0.064
H 7.713 1.285 -0.973
H 9.396 -0.291 -1.871
H 9.636 -0.979 -0.263
H 8.105 -2.425 -1.555
H 7.040 -1.050 -1.872
H 6.125 -2.357 0.006
H 7.673 -2.216 0.881
H 2.039 2.928 0.890
*
```

Charge distribution, Löwdin scheme, values in e: C -0.054; C -0.366; C -0.161; C -0.195; C -0.156; C -0.366; C -0.038; N -0.110; C -0.195; C -0.150; C -0.176; N 0.072; C -0.458; O 0.063; C -0.139; C -0.037; C -0.010; C -0.314; N 0.107; C -0.561; N -0.123; C -0.184; C -0.172; C -0.205; C -0.172; C -0.152; S 1.085; C -0.457; C -0.024; H 0.070; H 0.083; H 0.081; H 0.145; H 0.115; H 0.122; H 0.106; H 0.110; H 0.113; H 0.116; H 0.125; H 0.081; H 0.073; H 0.066; H 0.107; H 0.121; H 0.092; H 0.118; H 0.116; H 0.119; H 0.107; H 0.102; H 0.111; H 0.079; H 0.130; H 0.112; H 0.117; H 0.109; H 0.112; H 0.111; H 0.118; H 0.113; H 0.128; H 0.121


This record from the OMol25 dataset describes a structure of composition C28H32CoN5O8P2Se. The level of theory is ωB97M-V with the def2-TZVPD basis set.

Its strongest force on any atom is 0.71 eV/Å. The HOMO energy (alpha / beta) is -0.176 / -0.184 hartree. As for the expectation value of S²: 3.79. The calculation puts the gap between HOMO and LUMO (alpha / beta) at 6.871 / 5.576 eV. The value obtained for the energy above the lowest of the compared OMol25 structures with the same formula, charge and spin is 0.0 kJ/mol.

Geometry as ORCA input:
```
! RIJCOSX wB97M-V def2-TZVPD def2/J DEFGRID3
* xyz -1 4
Co 1.135 0.358 0.089
C -1.389 -3.347 -0.305
C -0.981 -2.044 0.028
N 0.042 -1.440 -0.534
C 0.771 -2.135 -1.432
C 0.434 -3.419 -1.855
C -0.692 -4.024 -1.269
C 1.264 -4.086 -2.832
C 2.385 -3.504 -3.294
C 2.797 -2.201 -2.821
C 4.009 -1.602 -3.202
C 4.354 -0.393 -2.664
C 3.476 0.224 -1.757
N 2.327 -0.311 -1.407
C 1.990 -1.517 -1.916
H -2.240 -3.787 0.197
H -1.519 -1.479 0.786
H -0.980 -5.024 -1.570
H 0.970 -5.072 -3.171
H 3.015 -4.009 -4.017
H 4.662 -2.113 -3.899
H 5.288 0.092 -2.909
H 3.712 1.169 -1.289
N 4.342 -0.127 3.957
C 2.995 0.333 3.416
C 2.175 0.820 4.606
P 2.261 -1.245 2.686
O 0.789 -1.318 3.339
O 3.099 -2.324 3.300
O 2.135 -1.144 1.199
P 3.474 1.713 2.196
O 2.809 3.017 2.875
O 4.968 1.767 2.372
O 2.857 1.528 0.859
H 4.347 -1.166 3.846
H 4.440 0.134 4.933
H 5.040 0.403 3.374
H 1.986 -0.004 5.299
H 1.215 1.205 4.274
H 2.698 1.629 5.122
H 0.171 -0.757 2.842
H 1.886 3.029 2.558
Se -2.392 0.223 2.982
C -4.141 0.251 2.258
C -4.645 -0.822 1.528
C -5.924 -0.743 1.002
N -6.727 0.308 1.161
C -6.242 1.332 1.863
C -4.972 1.360 2.416
H -4.045 -1.710 1.375
H -6.324 -1.568 0.422
H -6.902 2.185 1.979
H -4.624 2.230 2.957
O -0.092 0.836 1.508
O 0.151 1.871 2.265
C -2.108 -0.128 -3.076
N -2.854 0.771 -2.219
C -4.055 0.138 -1.731
C -2.059 1.311 -1.109
C -0.854 2.101 -1.564
C -1.123 3.157 -2.441
C -0.124 4.013 -2.865
C 1.161 3.820 -2.367
C 1.413 2.772 -1.498
C 0.438 1.843 -1.077
H -2.699 -0.355 -3.966
H -1.864 -1.084 -2.583
H -1.177 0.343 -3.388
H -4.675 -0.194 -2.567
H -4.633 0.844 -1.133
H -3.844 -0.745 -1.099
H -1.748 0.537 -0.401
H -2.728 1.983 -0.557
H -2.141 3.294 -2.789
H -0.344 4.825 -3.548
H 1.963 4.494 -2.648
H 2.417 2.675 -1.100
*
```

Charge distribution, Löwdin scheme, values in e: Co 0.417; C -0.032; C -0.104; N 0.108; C -0.129; C -0.141; C -0.013; C -0.026; C -0.026; C -0.140; C -0.015; C -0.023; C -0.067; N 0.091; C -0.109; H 0.104; H 0.065; H 0.114; H 0.109; H 0.109; H 0.113; H 0.106; H 0.101; N 0.118; C -0.439; C -0.099; P 0.354; O -0.168; O -0.326; O -0.300; P 0.356; O -0.154; O -0.334; O -0.311; H 0.104; H 0.141; H 0.095; H 0.085; H 0.064; H 0.083; H -0.020; H 0.051; Se 0.923; C -0.654; C -0.142; C -0.175; N 0.052; C -0.161; C -0.118; H 0.086; H 0.104; H 0.099; H 0.094; O -0.410; O -0.213; C -0.094; N -0.253; C -0.119; C -0.172; C -0.239; C -0.074; C -0.122; C -0.118; C -0.123; C -0.086; H 0.079; H 0.071; H 0.085; H 0.082; H 0.079; H 0.069; H 0.080; H 0.126; H 0.103; H 0.084; H 0.087; H 0.060